(1)
ORCA calculation (ωB97M-V with the def2-TZVPD basis set) on 2 unconnected molecules or ions with the total composition C5H16N6O at a distorted geometry.

Geometry as ORCA input:
```
! wB97M-V def2-TZVPD RIJCOSX def2/J DEFGRID3
* xyz 2 1
C -1.90 -1.42 0.15
C 2.46 -0.95 -0.16
C -3.07 -1.83 1.08
C 0.69 2.06 0.17
C -1.60 1.84 -0.91
N 2.26 -2.06 -0.82
N -1.14 -0.45 0.51
N 3.34 -0.41 0.41
N -0.19 -0.07 -0.27
N 3.86 0.46 1.22
N -0.22 1.31 -0.71
O -1.85 -2.01 -1.04
H -2.68 -2.77 1.48
H -3.92 -1.88 0.24
H -3.42 -1.24 1.90
H 0.34 2.52 1.06
H 1.52 1.50 0.39
H 1.11 2.84 -0.35
H -2.16 1.12 -1.46
H -1.92 2.05 0.12
H -1.55 2.77 -1.45
H 3.02 -2.61 -1.10
H -1.47 0.07 1.39
H -1.60 -1.41 -1.80
H 3.84 0.21 2.22
H 1.40 -2.05 -1.40
H 4.59 1.24 0.82
H 0.25 1.18 -1.72
*
```

The frontier orbital gap is 8.2 eV. As for the total energy: -603.05530 hartree. Its max |F| is 0.0986 hartree/bohr. As for the LUMO energy: -7.3 eV.

---

(2)
ORCA calculation (ωB97M-V with the def2-TZVPD basis set) on 6 unconnected molecules or ions with the total composition H12O6 at a distorted geometry.

Geometry as ORCA input:
```
! wB97M-V def2-TZVPD RIJCOSX def2/J DEFGRID3
* xyz 0 1
O 1.24 -1.39 -3.02
H 1.18 -0.55 -2.63
H 0.50 -1.48 -3.55
O -1.57 2.69 0.20
H -2.46 2.73 0.71
H -1.43 1.70 0.20
O -0.30 0.08 2.63
H 0.18 -0.75 2.98
H -0.62 0.38 3.45
O -0.44 0.30 -0.02
H -0.63 0.09 0.83
H 0.31 0.49 -0.30
O -0.84 -2.56 0.13
H -1.65 -2.57 0.44
H -0.81 -1.63 -0.10
O 2.11 0.67 -0.70
H 2.76 0.34 -0.15
H 2.47 1.45 -1.09
*
```

The frontier orbital gap is 10.8 eV. As for the total energy: -458.56442 hartree. Its SMILES is O.O.O.O.O.O. Its max |F| is 0.2317 hartree/bohr. As for the LUMO energy: 0.2 eV.

---

(3)
ORCA calculation (ωB97M-V with the def2-TZVPD basis set) on a molecular structure, C2H3BrO3S at a distorted geometry.

Geometry as ORCA input:
```
! wB97M-V def2-TZVPD RIJCOSX def2/J DEFGRID3
* xyz 0 1
C 1.18 -2.32 0.31
C -0.77 0.32 0.81
O 1.95 -2.80 -0.39
O -0.44 0.40 -1.59
O 1.63 0.79 -0.28
S 0.52 -0.11 -0.44
Br -0.97 2.21 -1.50
H -1.71 -0.17 0.58
H -0.60 0.18 1.78
H -0.80 1.51 0.71
*
```

The frontier orbital gap is 8.3 eV. As for the total energy: -3275.79969 hartree. Its max |F| is 0.0806 hartree/bohr. As for the LUMO energy: -1.4 eV.

---

(4)
ORCA calculation (ωB97M-V with the def2-TZVPD basis set) on a single C24H32N4O5S molecule at a distorted geometry.

Geometry as ORCA input:
```
! wB97M-V def2-TZVPD RIJCOSX def2/J DEFGRID3
* xyz 0 1
C 7.58 2.03 0.28
O 7.32 0.65 0.26
C 6.03 0.23 0.34
C 4.92 1.07 0.43
C 3.65 0.53 0.51
C 3.49 -0.84 0.51
S 1.87 -1.58 0.58
O 0.92 -0.65 1.14
O 1.95 -2.87 1.21
N 1.59 -1.86 -1.06
C 1.24 -0.67 -1.81
C -0.20 -0.23 -1.57
C -1.18 -1.39 -1.79
C -2.57 -0.85 -1.47
O -3.26 -0.34 -2.34
N -2.94 -0.90 -0.19
C -4.20 -0.35 0.29
C -3.97 1.13 0.66
O -4.09 1.58 1.77
N -3.61 1.86 -0.42
C -3.03 3.18 -0.28
C -1.53 3.06 -0.13
C -0.67 3.35 -1.18
C 0.69 3.14 -0.99
N 1.21 2.68 0.13
C 0.39 2.41 1.13
C -0.99 2.58 1.05
C -4.77 -1.17 1.46
C -5.26 -2.53 0.95
C -3.77 -1.36 2.60
C -0.75 -2.61 -0.98
C 0.70 -2.97 -1.33
C 4.58 -1.69 0.42
C 5.85 -1.16 0.34
H 7.13 2.54 -0.58
H 7.24 2.49 1.21
H 8.67 2.12 0.21
H 5.03 2.14 0.43
H 2.79 1.18 0.58
H 1.39 -0.90 -2.87
H 1.93 0.12 -1.52
H -0.28 0.12 -0.54
H -0.45 0.60 -2.24
H -1.18 -1.65 -2.86
H -2.28 -1.18 0.52
H -4.89 -0.38 -0.56
H -3.52 1.39 -1.31
H -3.46 3.63 0.62
H -3.30 3.78 -1.15
H -1.04 3.72 -2.12
H 1.40 3.35 -1.78
H 0.85 2.02 2.03
H -1.62 2.35 1.89
H -5.62 -0.60 1.84
H -4.44 -3.09 0.51
H -5.68 -3.11 1.77
H -6.03 -2.40 0.19
H -3.36 -0.40 2.90
H -2.96 -2.03 2.32
H -4.28 -1.79 3.45
H -0.76 -2.40 0.09
H -1.41 -3.46 -1.18
H 0.79 -3.24 -2.38
H 1.04 -3.80 -0.71
H 4.41 -2.75 0.43
H 6.72 -1.79 0.27
*
```

The frontier orbital gap is 9.6 eV. As for the total energy: -1927.20004 hartree. Its SMILES is COc1ccc(S(=O)(=O)N2CCC(C(=O)N[C@H](C(=O)NCc3ccncc3)C(C)C)CC2)cc1. Its max |F| is 0.0200 hartree/bohr. As for the LUMO energy: 0.6 eV.

---

(5)
ORCA calculation (ωB97M-V with the def2-TZVPD basis set) on 5 unconnected molecules or ions with the total composition H12NO4 at a distorted geometry.

Geometry as ORCA input:
```
! wB97M-V def2-TZVPD RIJCOSX def2/J DEFGRID3
* xyz 2 2
N -0.28 0.83 -0.62
H -0.80 0.19 -0.02
H 0.50 0.46 -1.19
H 0.04 1.63 -0.07
H -0.81 1.28 -1.38
H -2.64 -2.22 -1.27
H -1.61 -2.72 -0.32
O -2.07 -1.89 -0.52
H 1.55 0.93 2.56
H 0.63 2.10 2.94
O 0.90 1.53 2.16
H 1.84 0.19 -3.33
H 2.88 0.76 -2.28
O 1.98 0.79 -2.60
H -1.46 -1.20 1.78
H -0.18 -1.47 2.54
O -0.47 -1.21 1.65
*
```

The frontier orbital gap (alpha / beta) is 11.2 / 3.3 eV. As for the total energy: -362.12538 hartree. Its max |F| is 0.0326 hartree/bohr. As for the LUMO energy (alpha / beta): -7.5 / -15.4 eV.

---

(6)
ORCA calculation (ωB97M-V with the def2-TZVPD basis set) on a molecular structure, CH2FN at a distorted geometry.

Geometry as ORCA input:
```
! wB97M-V def2-TZVPD RIJCOSX def2/J DEFGRID3
* xyz 0 1
C 0.92 0.48 0.43
N 1.03 0.00 1.42
F 0.84 0.54 -0.86
H -1.79 -0.44 -0.57
H -0.99 -0.58 -0.42
*
```

The frontier orbital gap is 13.2 eV. As for the total energy: -193.81182 hartree. Its max |F| is 0.1639 hartree/bohr. As for the LUMO energy: 0.2 eV.

---

What are the energy relative to the best compared isomer or geometry (same formula, charge and spin) values for these records? In order: 23.0; 67.8; 56.7; 36.2; 5.4; 54.8 kcal per mole.